# 1
19
Properties=species:S:1:pos:R:3:forces:R:3:lowdin_charge:R:1 method="wB97M-V/def2-TZVPD" mol_weight_g_mol=74.2 energy_ev=-5411.193 e_above_lowest_ev=0.857 homo_lumo_gap_ev=12.16 lumo_ev=1.1522 homo_energy_ev=-11.01
H 2.6526 1.8899 -1.7131 0.066 -0.102 0.505 0.06
H -1.5688 -2.1970 1.6544 0.393 -0.156 0.118 0.10
C -1.1619 -1.1846 1.5797 -1.246 0.337 -0.339 -0.32
C 0.2817 -1.1165 2.0298 -0.067 -1.040 0.393 -0.12
C -1.5940 -0.6589 0.1846 -0.331 -0.470 0.894 -0.11
H 0.0271 0.6676 -1.0947 1.178 0.004 -0.284 0.00
H -1.8077 -0.6394 2.2754 0.395 0.156 0.240 0.09
H 0.0878 0.8200 -2.7353 0.383 0.150 -0.314 0.07
H 0.2735 -1.2684 3.1095 0.152 0.338 0.169 0.06
H 0.8135 -0.1962 1.7992 -0.083 0.017 -0.130 0.07
C 0.7804 0.7725 -1.8874 -1.471 0.134 0.030 -0.17
H 1.4613 2.6536 -2.6334 -0.215 0.343 0.270 0.06
C 1.5786 2.0659 -1.7199 0.322 -0.332 -1.054 -0.16
H 0.8360 -1.9976 1.6906 0.179 0.357 -0.438 0.07
H -1.7305 -1.4796 -0.5228 0.607 0.199 -0.277 0.07
H 1.2667 2.6380 -0.8510 0.120 0.075 -0.025 0.06
H -2.6148 -0.3071 0.3479 0.091 0.427 -0.346 0.07
H -0.9426 0.1405 -0.1798 -0.771 -0.539 0.317 0.02
H 1.3201 -0.1625 -2.0112 0.297 0.104 0.272 0.07

# 2
31
Properties=species:S:1:pos:R:3:forces:R:3:lowdin_charge:R:1 method="wB97M-V/def2-TZVPD" mol_weight_g_mol=202.3 energy_ev=-30798.541 e_above_lowest_ev=2.295 homo_lumo_gap_ev=9.35 lumo_ev=0.6715 homo_energy_ev=-8.68
C 2.7127 -0.4894 0.4943 1.426 1.118 1.345 -0.15
C -1.6189 0.9612 2.2475 2.038 1.158 1.661 -0.13
H 3.0832 1.5810 -0.9897 0.052 0.879 0.445 0.07
H -1.3917 -0.0604 2.1652 0.919 -1.515 0.285 0.04
H 2.7926 0.9896 -2.5456 -0.377 0.160 -2.243 0.04
C -1.0073 -2.3286 0.2694 2.733 3.220 -1.149 0.07
H -3.3015 -0.5147 0.2121 0.884 -1.580 -1.595 0.02
H 2.1214 -0.0025 1.2349 -0.614 0.642 0.771 0.05
H -0.6763 1.5730 2.3035 -0.965 -0.484 -0.667 0.10
H 2.8488 -1.4580 0.8918 -0.122 -1.492 -0.122 0.07
H -4.6664 0.3096 0.7889 1.342 0.218 0.753 0.10
H -1.9474 3.1986 0.4731 0.350 -0.695 0.563 0.06
H 3.7023 -0.0197 0.6076 -0.176 -0.066 -0.181 0.09
C -2.5612 2.2948 0.4215 -0.604 -0.596 -0.662 0.01
H -1.4386 0.9427 -2.3759 2.027 -1.347 -0.167 -0.11
H 3.2388 -1.9892 -1.8253 -1.456 0.145 0.930 0.12
C 2.1528 -1.6990 -1.5501 2.392 0.442 -1.116 -0.14
H -3.4614 -0.5332 1.9863 -0.802 0.320 -1.387 0.10
H 1.6580 -2.4147 -0.9078 0.143 -0.326 -0.204 0.05
H -3.2042 2.3704 -0.4738 -0.133 -0.257 0.717 0.06
C 2.1593 -0.3172 -0.8795 -0.398 -1.067 -0.624 -0.81
P 0.3850 0.1999 -0.5628 0.163 -0.222 0.227 0.66
C -3.5836 0.0608 1.0213 -0.789 0.951 2.412 -0.06
H -2.0611 1.1079 3.2091 -0.569 -0.097 0.905 0.08
H 4.0374 0.2432 -1.4580 0.575 0.083 -0.771 0.08
C -0.2923 -1.3928 -0.0207 -0.404 -0.073 0.055 -0.38
H -1.6465 -2.9406 0.7174 -2.215 -2.547 1.318 -0.01
H 1.7189 -1.6509 -2.5367 -0.621 -0.150 -0.271 0.03
S -0.2549 0.0857 -2.5310 -2.406 1.609 -0.735 0.41
C -2.5690 1.1902 1.2080 -1.751 2.602 -2.966 -0.46
C 3.0711 0.7021 -1.5950 -0.644 -1.036 2.475 -0.08

# 3
19
Properties=species:S:1:pos:R:3:forces:R:3:lowdin_charge:R:1 method="wB97M-V/def2-TZVPD" charge=+1 mol_weight_g_mol=154.2 energy_ev=-14699.279 e_above_lowest_ev=1.730 homo_lumo_gap_ev=8.87 lumo_ev=-3.6646 homo_energy_ev=-12.53
C -1.3051 2.2634 0.1757 2.373 2.290 1.485 -0.44
N -0.3748 -2.6379 0.9735 -1.484 -1.866 1.181 0.26
H -2.9968 3.1124 -0.6436 1.679 0.187 0.415 0.14
C 1.3726 -1.7587 -0.5230 2.007 1.107 -1.019 -0.48
N 0.3091 1.3296 1.2405 -1.729 0.327 -1.355 0.05
H 1.0142 1.2944 1.9366 0.706 -0.116 0.288 0.15
C 0.2661 -1.8164 0.4404 -0.199 3.492 -0.347 -0.08
N -0.3121 2.5662 1.0067 -0.168 -1.534 -0.134 0.13
H -1.9038 0.2719 -0.5891 -0.085 1.310 -0.116 0.17
N -2.0063 3.2813 -0.3410 -4.054 -1.986 -1.602 0.16
N 2.0800 -2.9035 -0.7385 -0.112 -1.264 -0.053 0.14
H 2.3125 -0.4604 -1.7221 0.257 -0.634 0.072 0.08
N 1.5917 -0.6119 -1.0275 -1.061 0.162 0.150 0.16
H 2.0037 -3.7221 -0.1125 -0.175 0.872 -0.813 0.13
C -0.2587 0.3333 0.5763 0.291 -0.777 0.502 -0.07
H -1.2197 -2.6403 1.5408 0.456 0.140 -0.111 0.13
N -1.3062 0.9374 -0.0899 0.508 -2.779 -0.027 0.15
H 2.4766 -3.0610 -1.6760 -0.226 0.187 1.044 0.13
H -1.7428 4.2224 -0.4272 1.014 0.883 0.441 0.10

What did the second record say?
31
Properties=species:S:1:pos:R:3:forces:R:3:lowdin_charge:R:1 method="wB97M-V/def2-TZVPD" mol_weight_g_mol=202.3 energy_ev=-30798.541 e_above_lowest_ev=2.295 homo_lumo_gap_ev=9.35 lumo_ev=0.6715 homo_energy_ev=-8.68
C 2.7127 -0.4894 0.4943 1.426 1.118 1.345 -0.15
C -1.6189 0.9612 2.2475 2.038 1.158 1.661 -0.13
H 3.0832 1.5810 -0.9897 0.052 0.879 0.445 0.07
H -1.3917 -0.0604 2.1652 0.919 -1.515 0.285 0.04
H 2.7926 0.9896 -2.5456 -0.377 0.160 -2.243 0.04
C -1.0073 -2.3286 0.2694 2.733 3.220 -1.149 0.07
H -3.3015 -0.5147 0.2121 0.884 -1.580 -1.595 0.02
H 2.1214 -0.0025 1.2349 -0.614 0.642 0.771 0.05
H -0.6763 1.5730 2.3035 -0.965 -0.484 -0.667 0.10
H 2.8488 -1.4580 0.8918 -0.122 -1.492 -0.122 0.07
H -4.6664 0.3096 0.7889 1.342 0.218 0.753 0.10
H -1.9474 3.1986 0.4731 0.350 -0.695 0.563 0.06
H 3.7023 -0.0197 0.6076 -0.176 -0.066 -0.181 0.09
C -2.5612 2.2948 0.4215 -0.604 -0.596 -0.662 0.01
H -1.4386 0.9427 -2.3759 2.027 -1.347 -0.167 -0.11
H 3.2388 -1.9892 -1.8253 -1.456 0.145 0.930 0.12
C 2.1528 -1.6990 -1.5501 2.392 0.442 -1.116 -0.14
H -3.4614 -0.5332 1.9863 -0.802 0.320 -1.387 0.10
H 1.6580 -2.4147 -0.9078 0.143 -0.326 -0.204 0.05
H -3.2042 2.3704 -0.4738 -0.133 -0.257 0.717 0.06
C 2.1593 -0.3172 -0.8795 -0.398 -1.067 -0.624 -0.81
P 0.3850 0.1999 -0.5628 0.163 -0.222 0.227 0.66
C -3.5836 0.0608 1.0213 -0.789 0.951 2.412 -0.06
H -2.0611 1.1079 3.2091 -0.569 -0.097 0.905 0.08
H 4.0374 0.2432 -1.4580 0.575 0.083 -0.771 0.08
C -0.2923 -1.3928 -0.0207 -0.404 -0.073 0.055 -0.38
H -1.6465 -2.9406 0.7174 -2.215 -2.547 1.318 -0.01
H 1.7189 -1.6509 -2.5367 -0.621 -0.150 -0.271 0.03
S -0.2549 0.0857 -2.5310 -2.406 1.609 -0.735 0.41
C -2.5690 1.1902 1.2080 -1.751 2.602 -2.966 -0.46
C 3.0711 0.7021 -1.5950 -0.644 -1.036 2.475 -0.08